[1]
Density functional theory data (ωB97M-V with the def2-TZVPD basis set) for the molecule C17H27N5O2S.

Each line ends with the Löwdin charge.
Positions of all 52 atoms, in Å:
1 C -2.7827 -1.9338 -1.9263  -0.053
2 H -3.3559 -2.6212 -1.3088  0.083
3 H -2.4287 -2.4662 -2.8056  0.076
4 H -3.4471 -1.1402 -2.2576  0.064
5 C -1.5914 -1.3881 -1.1268  -0.398
6 N -2.1223 -0.6070 0.0005  -0.125
7 C -1.3617 -0.5702 1.2397  -0.143
8 C -0.1953 0.4206 1.2224  -0.149
9 N -0.7298 1.7429 0.9376  -0.147
10 C -1.3536 1.7371 -0.3688  -0.141
11 H -1.7268 2.7407 -0.5871  0.127
12 C -2.5305 0.7431 -0.3874  -0.289
13 H -2.8994 0.6987 -1.4180  0.139
14 C -3.6845 1.2524 0.4896  -0.130
15 C -4.9039 0.3281 0.4279  -0.272
16 O -4.6772 -0.9277 1.0065  -0.083
17 H -3.8150 -1.2269 0.6612  0.049
18 H -5.2130 0.2115 -0.6247  0.112
19 H -5.7385 0.7749 0.9769  0.114
20 H -3.9791 2.2405 0.1325  0.117
21 H -3.3507 1.3537 1.5210  0.111
22 H -0.6344 1.4590 -1.1605  0.121
23 C 0.2290 2.8188 1.1253  -0.109
24 C 1.4205 2.7251 0.2244  -0.250
25 C 1.6328 3.1654 -1.0535  -0.016
26 C 2.8791 2.6380 -1.4627  -0.047
27 C 3.3251 1.9088 -0.4012  -0.614
28 O 2.4612 1.9682 0.6268  0.025
29 S 4.7698 0.9430 -0.1854  1.061
30 C 3.9767 -0.5900 0.0626  -0.610
31 N 2.7116 -0.8571 -0.1197  0.031
32 N 2.5256 -2.1450 0.2074  0.022
33 C 3.6674 -2.6405 0.5738  -0.149
34 N 4.6443 -1.6944 0.5085  -0.110
35 C 6.0419 -1.8046 0.8060  -0.036
36 H 6.3613 -0.9380 1.3867  0.085
37 H 6.6263 -1.8389 -0.1162  0.098
38 H 6.2157 -2.7143 1.3780  0.096
39 H 3.8308 -3.6494 0.8898  0.122
40 H 3.3722 2.7674 -2.4036  0.109
41 H 0.9827 3.7896 -1.6317  0.112
42 H 0.5634 2.7829 2.1657  0.131
43 H -0.2877 3.7654 0.9472  0.131
44 H 0.2778 0.4393 2.2069  0.131
45 H 0.5562 0.1040 0.4822  0.100
46 H -0.9952 -1.5662 1.4758  0.112
47 H -2.0519 -0.2716 2.0338  0.121
48 C -0.7181 -2.5675 -0.7077  -0.064
49 H -0.4778 -3.1492 -1.5949  0.082
50 H 0.2203 -2.2494 -0.2628  0.031
51 H -1.2526 -3.2148 -0.0159  0.086
52 H -0.9872 -0.7465 -1.7900  0.137

Forces on the atoms, in the same order (eV/Å):
0.3 0.2 0.0
-0.1 -0.1 0.1
0.0 -0.1 -0.1
-0.1 0.1 0.0
-0.1 -0.3 -0.3
0.1 -0.2 0.0
0.4 0.1 0.2
-0.2 -0.3 0.0
-0.1 0.1 0.1
-0.1 -0.3 -0.2
0.0 0.0 -0.1
-0.2 0.6 0.0
0.0 0.0 0.1
-0.1 -0.4 -0.2
0.0 0.4 -0.1
0.0 -0.5 0.3
0.0 0.1 0.0
0.0 0.1 0.1
0.0 0.0 -0.1
0.0 0.1 0.0
0.0 0.1 0.1
0.0 0.1 0.0
0.1 -0.2 0.0
-0.4 0.5 -0.6
-0.1 0.0 0.6
0.3 -0.4 0.5
0.6 -0.1 -0.6
-0.1 0.0 0.4
-0.1 0.4 0.0
0.1 -0.2 -0.1
0.3 0.9 -0.3
-0.3 -1.1 0.3
0.0 -0.1 0.0
-0.7 0.3 -0.2
0.5 0.0 0.0
0.0 -0.1 0.0
0.0 0.0 0.1
0.0 0.1 0.0
0.1 -0.3 0.1
0.1 -0.1 -0.2
-0.2 0.1 -0.1
0.0 0.1 0.0
0.1 0.0 0.0
0.1 0.0 0.0
0.0 0.1 0.1
0.0 0.0 0.0
0.1 -0.1 0.0
0.0 0.4 0.0
0.0 -0.1 -0.1
0.0 -0.1 0.1
-0.1 -0.1 0.1
0.0 0.0 0.1

Properties
Energy relative to the best compared isomer or geometry (same formula, charge and spin) = 2.685 eV
Lowest unoccupied orbital energy = 0.413 eV
Charge = 0
SMILES = CC(C)N1CCN(Cc2ccc(Sc3nncn3C)o2)C[C@@H]1CCO

[2]
Density functional theory data (ωB97M-V with the def2-TZVPD basis set) for the molecule C17H27NO4.

Each line ends with the Löwdin charge.
Positions of all 49 atoms, in Å:
1 C -4.9241 0.1810 1.8139  -0.046
2 H -4.1866 0.6625 2.4543  0.082
3 H -5.9140 0.4007 2.2045  0.081
4 H -4.7760 -0.8959 1.8597  0.069
5 C -4.7994 0.6987 0.3700  -0.640
6 N -3.4528 0.5602 -0.1768  -0.012
7 H -2.8051 1.1094 0.3810  0.115
8 C -2.9110 -0.7678 -0.3533  -0.183
9 H -3.0032 -1.4116 0.5429  0.127
10 C -1.4240 -0.6457 -0.7013  -0.330
11 O -0.6967 -0.0991 0.3818  -0.021
12 H -0.7690 -0.6933 1.1391  0.119
13 C -0.8528 -2.0060 -1.1459  -0.139
14 O 0.4961 -1.9158 -1.5448  -0.044
15 C 1.4079 -1.7928 -0.5089  -0.231
16 C 1.5635 -2.8072 0.4253  -0.022
17 C 2.4735 -2.6565 1.4564  -0.077
18 C 3.1949 -1.4852 1.5722  -0.042
19 C 3.0513 -0.4631 0.6391  -0.153
20 C 2.1790 -0.6295 -0.4317  -0.099
21 C 2.0257 0.4292 -1.4861  -0.056
22 H 2.7314 0.2351 -2.2985  0.140
23 C 2.2901 1.8111 -0.9077  -0.322
24 O 1.3352 2.1868 0.0682  -0.006
25 H 0.7439 1.4391 0.2318  0.068
26 H 2.2555 2.5700 -1.7039  0.154
27 C 3.6995 1.8310 -0.2865  -0.339
28 C 3.7719 0.8339 0.8769  -0.071
29 H 3.3128 1.3130 1.7494  0.133
30 H 4.8173 0.6465 1.1294  0.128
31 O 4.0343 3.1285 0.1411  -0.016
32 H 3.2611 3.4735 0.6074  0.093
33 H 4.4330 1.5704 -1.0566  0.157
34 H 1.0218 0.3800 -1.9109  0.118
35 H 3.8783 -1.3521 2.3980  0.113
36 H 2.6053 -3.4504 2.1764  0.103
37 H 0.9807 -3.7128 0.3380  0.115
38 H -0.9776 -2.7336 -0.3315  0.128
39 H -1.3998 -2.3580 -2.0229  0.138
40 H -1.3077 0.0818 -1.5098  0.157
41 H -3.4333 -1.2591 -1.1780  0.124
42 C -5.1112 2.1987 0.3464  -0.050
43 H -6.1297 2.3831 0.6772  0.081
44 H -4.4315 2.7400 1.0007  0.080
45 H -4.9923 2.5812 -0.6632  0.083
46 C -5.7914 -0.0375 -0.5335  -0.050
47 H -5.6310 0.2539 -1.5678  0.087
48 H -6.8094 0.2171 -0.2512  0.083
49 H -5.6746 -1.1151 -0.4498  0.074

Forces on the atoms, in the same order (eV/Å):
0.1 0.0 -0.3
0.1 0.1 0.1
-0.1 0.0 0.1
0.0 -0.1 0.1
-0.3 0.1 0.1
0.2 0.2 0.0
0.0 0.0 0.0
0.3 0.1 0.0
0.0 0.0 -0.1
-0.4 -0.6 -0.4
0.0 0.3 0.3
0.1 0.0 0.0
-0.4 0.4 0.2
0.4 0.0 0.1
0.3 -0.1 0.2
-0.2 0.0 -0.3
0.0 0.1 0.1
0.0 -0.1 0.0
0.0 -0.2 0.0
-0.1 -0.3 -0.2
-0.2 0.3 0.1
-0.1 0.1 -0.1
0.6 0.0 -0.5
-0.1 0.0 0.1
-0.1 0.0 0.1
0.1 -0.2 0.1
-0.5 -0.3 0.0
0.1 0.3 -0.2
0.1 0.0 -0.1
0.0 0.0 0.0
0.0 0.3 0.1
0.1 0.0 0.0
-0.1 0.0 0.0
0.1 0.0 -0.1
0.1 0.0 0.1
0.0 -0.1 0.1
0.0 -0.1 0.0
0.0 0.0 -0.1
0.0 0.0 0.1
0.0 -0.1 0.0
0.0 -0.1 0.0
0.0 -0.3 -0.1
-0.1 0.1 0.1
0.1 0.1 0.1
0.0 0.1 -0.1
0.2 0.1 0.2
0.0 0.0 -0.2
-0.1 0.0 0.0
0.0 -0.2 0.0

Properties
Energy relative to the best compared isomer or geometry (same formula, charge and spin) = 0.912 eV
Lowest unoccupied orbital energy = 0.513 eV
Charge = 0
SMILES = CC(C)(C)NC[C@@H](O)COc1cccc2c1C[C@@H](O)[C@@H](O)C2

[3]
Density functional theory data (ωB97M-V with the def2-TZVPD basis set) for the molecule C17H27NO5.

Each line ends with the Löwdin charge.
Positions of all 50 atoms, in Å:
1 C 4.2455 0.3373 -2.1082  -0.033
2 H 5.2157 0.4932 -2.5735  0.079
3 H 3.7178 1.2880 -2.0690  0.076
4 H 3.6673 -0.3563 -2.7124  0.082
5 C 4.4330 -0.2286 -0.6947  -0.400
6 C 3.0856 -0.4409 -0.0383  -0.188
7 C 2.3010 0.6402 0.3287  0.043
8 C 1.0463 0.4948 0.9140  -0.182
9 C 0.5432 -0.8024 1.1227  -0.187
10 C 1.3484 -1.8827 0.7789  -0.011
11 C 2.5979 -1.7125 0.2121  -0.027
12 H 3.1885 -2.5800 -0.0398  0.113
13 H 0.9929 -2.8858 0.9510  0.111
14 O -0.7175 -0.9437 1.6509  -0.079
15 C -1.3729 -2.1900 1.5473  -0.136
16 C -1.5695 -2.6783 0.0949  -0.178
17 O -2.9016 -2.6352 -0.3583  -0.140
18 C -3.4013 -1.3651 -0.7289  -0.174
19 H -4.4444 -1.5630 -0.9848  0.125
20 H -3.3743 -0.6754 0.1229  0.111
21 C -2.6628 -0.7314 -1.9258  -0.166
22 N -1.7950 0.3663 -1.5077  -0.228
23 C -0.5711 0.4256 -2.2824  -0.082
24 H -0.0226 -0.5095 -2.1713  0.083
25 H 0.0604 1.2257 -1.9032  0.077
26 H -0.7568 0.6051 -3.3531  0.092
27 C -2.5095 1.6392 -1.5390  -0.165
28 C -1.9023 2.7326 -0.6432  -0.183
29 O -2.4261 2.7282 0.6683  -0.130
30 C -2.0218 1.6242 1.4496  -0.182
31 C -0.6405 1.7963 2.0971  -0.135
32 H -0.5613 2.8145 2.4917  0.137
33 O 0.4413 1.6845 1.1920  -0.038
34 H -0.5346 1.0806 2.9163  0.129
35 H -2.0194 0.7171 0.8434  0.084
36 H -2.7633 1.5390 2.2482  0.135
37 H -0.8110 2.6579 -0.6175  0.108
38 H -2.1787 3.7114 -1.0430  0.126
39 H -2.5645 2.0207 -2.5739  0.123
40 H -3.5304 1.4681 -1.1892  0.130
41 H -2.0620 -1.5105 -2.4004  0.123
42 H -3.3961 -0.3940 -2.6728  0.121
43 H -1.2913 -3.7324 0.0164  0.132
44 H -0.9162 -2.0907 -0.5601  0.107
45 H -2.3501 -2.0232 2.0076  0.138
46 H -0.8443 -2.9477 2.1386  0.123
47 H 2.6348 1.6554 0.1676  0.130
48 O 5.2850 0.5874 0.0794  -0.021
49 H 4.8484 1.4342 0.2256  0.084
50 H 4.9583 -1.1875 -0.7583  0.142

Forces on the atoms, in the same order (eV/Å):
0.3 -0.2 0.3
0.1 0.0 -0.1
-0.1 0.1 0.0
-0.1 0.0 -0.1
-0.3 -0.1 -0.4
0.1 -0.2 0.1
-0.2 -0.2 0.0
0.2 0.1 0.0
-0.2 0.0 0.1
-0.2 0.0 0.1
0.1 0.1 -0.1
0.1 -0.1 0.0
-0.1 -0.1 0.0
0.4 0.4 0.0
-0.1 -0.4 -0.2
0.1 0.1 0.2
-0.1 -0.2 0.1
-0.1 0.1 -0.3
0.1 0.1 0.0
0.0 0.0 -0.1
-0.1 -0.1 0.4
0.1 -0.1 -0.1
0.0 0.0 0.0
0.1 0.0 0.0
0.1 0.0 0.0
0.0 0.0 0.0
0.2 0.2 0.3
-0.2 -0.1 -0.3
0.0 0.2 0.1
0.4 -0.1 0.1
-0.7 0.1 0.3
0.0 -0.1 0.0
0.1 -0.2 -0.4
0.0 0.1 0.0
0.0 0.1 0.2
0.1 -0.1 0.0
-0.1 0.0 -0.1
0.1 -0.1 0.0
-0.1 0.0 0.0
0.0 0.1 0.0
0.0 0.0 0.0
0.1 0.0 0.0
0.1 0.1 0.0
0.0 -0.1 0.0
0.1 -0.1 -0.1
0.0 0.1 0.0
0.0 0.2 0.0
0.2 0.3 0.2
0.1 0.0 0.0
-0.2 0.1 0.0

Properties
Energy relative to the best compared isomer or geometry (same formula, charge and spin) = 4.486 eV
Lowest unoccupied orbital energy = 0.765 eV
Charge = 0
SMILES = C[C@@H](O)c1ccc2c(c1)OCCOCCN(C)CCOCCO2

[4]
Density functional theory data (ωB97M-V with the def2-TZVPD basis set) for C17H28B11Br6NO4S4Sr as an isolated structure.

Each line ends with the Löwdin charge.
Positions of all 72 atoms, in Å:
1 Sr 0.7864 0.7581 -0.8974  1.164
2 C -1.4415 -5.5547 0.6738  -0.533
3 C -1.0779 -4.4852 1.6950  -0.547
4 S -0.6678 -2.8618 1.0383  0.809
5 C -2.2481 -2.3040 0.3625  -0.524
6 C -2.5881 -2.6927 -1.0830  -0.506
7 S -1.2349 -2.4341 -2.2525  0.877
8 C -0.6360 -4.0626 -2.8308  -0.506
9 C -1.0649 -5.3514 -2.1439  -0.531
10 S -0.1943 -5.8030 -0.6188  0.866
11 H -2.3929 -5.3293 0.1940  0.062
12 H -1.5676 -6.5064 1.1923  0.071
13 H -0.1941 -4.7887 2.2588  0.072
14 H -1.8908 -4.3816 2.4179  0.081
15 H -2.2390 -1.2138 0.4366  0.042
16 H -3.0406 -2.6436 1.0333  0.088
17 H -3.3962 -2.0449 -1.4278  0.069
18 H -2.9480 -3.7163 -1.1515  0.052
19 H 0.4543 -3.9910 -2.8154  0.054
20 H -0.9406 -4.1351 -3.8761  0.070
21 H -0.8652 -6.1644 -2.8437  0.070
22 H -2.1372 -5.3856 -1.9574  0.064
23 Br 1.8315 -1.0029 4.3877  0.867
24 B 1.9144 0.9164 4.2448  -0.917
25 B 3.4245 1.8368 4.3291  -0.248
26 C 2.9269 3.3720 4.8416  0.036
27 B 2.1691 2.0441 5.5716  -0.252
28 B 1.2887 3.5496 5.2245  -0.255
29 B 1.9920 4.2841 3.7633  -0.244
30 B 3.3130 3.2230 3.2043  -0.249
31 B 2.6346 1.6624 2.7859  -0.878
32 Br 3.2734 0.5691 1.2979  0.840
33 B 1.7358 3.1867 2.4272  -0.869
34 Br 1.4141 3.6719 0.5599  0.848
35 B 0.4644 3.3923 3.6785  -0.921
36 Br -1.2134 4.2135 3.2180  0.880
37 B 0.5735 1.9875 4.8156  -0.924
38 Br -0.4234 0.7596 1.9659  0.808
39 B 0.8544 1.7632 3.0978  -0.922
40 Br -0.9773 1.2792 5.7030  0.884
41 H 4.4814 1.4261 4.6524  0.166
42 H 3.6177 3.9213 5.4621  0.188
43 H 2.4129 1.7924 6.6971  0.167
44 H 0.9854 4.2364 6.1333  0.167
45 H 2.1185 5.4560 3.7348  0.166
46 H 4.3089 3.6989 2.7884  0.166
47 C 3.0663 -3.3365 -0.2900  -0.015
48 O 2.7682 -2.7217 -1.5690  -0.082
49 C 2.2274 -1.5670 -1.5381  -0.226
50 C 1.8138 -1.0833 -2.8652  -0.170
51 H 2.6398 -4.3359 -0.3158  0.075
52 H 2.6241 -2.7381 0.5034  0.074
53 H 4.1487 -3.3785 -0.1994  0.098
54 H 1.8897 -1.8034 -3.6861  0.108
55 H 2.3942 -0.1830 -3.0982  0.098
56 H 0.7791 -0.7761 -2.8323  -0.037
57 O -3.4859 0.8235 -1.9489  0.079
58 C -2.6130 1.3498 -2.5986  -0.512
59 N -1.2678 1.1020 -2.4829  -0.207
60 S -0.4482 1.7390 -3.6662  0.572
61 O -0.1674 0.8067 -4.7268  -0.285
62 O 0.7685 2.3070 -3.0741  -0.426
63 C -1.6782 2.8867 -4.2050  -0.207
64 C -1.6513 3.8944 -5.1463  -0.028
65 C -2.8634 4.5013 -5.4559  -0.062
66 C -4.0503 4.0753 -4.8663  -0.057
67 C -4.0628 3.0438 -3.9360  0.005
68 C -2.8595 2.4536 -3.6071  -0.126
69 H -0.7271 4.2107 -5.6105  0.122
70 H -2.8860 5.3130 -6.1709  0.108
71 H -4.9781 4.5614 -5.1377  0.108
72 H -4.9768 2.7076 -3.4654  0.125

Forces on the atoms, in the same order (eV/Å):
0.0 0.3 0.5
0.0 0.0 0.0
-0.1 0.0 0.0
0.1 0.1 0.0
0.0 -0.1 0.0
0.0 0.0 0.1
-0.1 0.2 0.0
0.0 0.0 0.0
0.0 0.0 0.0
0.0 0.0 0.0
0.0 0.0 0.0
0.0 0.0 0.0
0.0 0.0 0.0
0.0 0.0 0.0
0.1 0.0 0.0
0.0 0.0 0.0
0.0 0.0 0.0
0.0 0.0 0.0
0.0 0.0 0.0
0.0 0.0 0.0
0.0 0.0 0.0
0.0 0.0 0.0
0.0 -0.4 0.2
-0.1 0.3 -0.2
0.1 0.1 0.1
0.1 0.1 0.1
0.1 0.1 0.1
0.0 0.1 0.1
0.0 0.1 0.1
0.2 0.1 0.1
-0.7 0.2 0.0
0.1 -0.2 -0.2
-0.1 -0.6 0.2
0.0 0.2 -0.3
0.2 -0.2 -0.1
-0.3 0.2 0.0
0.3 0.1 -0.2
0.0 0.0 0.2
0.3 0.0 -0.5
-0.3 -0.1 0.2
0.0 -0.1 -0.1
0.0 0.0 0.0
0.0 -0.1 0.0
-0.1 0.0 0.0
0.0 0.0 -0.1
0.0 0.0 -0.1
0.2 0.0 0.1
-0.2 -0.1 -0.1
-0.5 0.5 0.6
0.7 -0.5 -0.9
0.0 0.0 0.0
0.0 0.0 0.0
0.0 0.0 0.0
0.1 0.1 0.0
0.1 0.0 -0.2
-0.5 0.0 -0.2
-0.1 -0.1 0.1
-0.1 0.3 0.0
-0.2 -0.6 0.8
0.6 -0.1 -0.7
-0.1 0.2 -0.2
0.1 0.1 0.4
-0.3 -0.2 0.1
0.1 0.0 0.1
0.0 0.0 0.0
0.0 0.1 0.0
0.0 0.0 0.0
0.4 0.1 0.0
0.0 0.0 0.0
0.0 0.0 0.0
0.0 0.0 0.0
0.0 0.0 0.0

Properties
Energy relative to the best compared isomer or geometry (same formula, charge and spin) = 0.109 eV
Lowest unoccupied orbital energy = -0.045 eV
Charge = 0